Record 1
Here is a molecular structure, C3H7N3 from the Open Molecules 2025 dataset. Energies are from ωB97M-V/def2-TZVPD.

ORCA input file:
```
! wB97M-V def2-TZVPD RIJCOSX def2/J DEFGRID3
* xyz 0 1
C -1.77929 -0.75383 -0.03675
C -1.88187 0.63949 0.42865
C -0.70620 0.24894 -0.39430
N 0.95850 0.10795 0.51962
N 1.83301 -0.06677 -0.33866
N 3.03085 -0.07343 -0.05273
H -1.39565 -1.49980 0.65752
H -2.04150 -1.07136 -1.03563
H -2.74567 1.25947 0.17871
H -1.65740 0.69573 1.41661
H -0.66469 0.40655 -1.47368
H 3.29864 0.09131 1.00220
H 3.75127 0.01575 -0.87158
*
```

Calculated values
Energy relative to the best compared isomer or geometry (same formula, charge and spin): 117.38 kcal per mole
Gap between HOMO and LUMO: 9.413 eV
HOMO: -8.406 eV
Total energy: -7689.5891 eV

***

Record 2
Here is 2 unconnected molecules or ions with the total composition C2H2FOS from the Open Molecules 2025 dataset. Energies are from ωB97M-V/def2-TZVPD.

ORCA input file:
```
! wB97M-V def2-TZVPD RIJCOSX def2/J DEFGRID3
* xyz -1 1
C -0.97826 0.84300 1.00551
C 0.82415 -0.48803 -0.60422
O -0.44264 1.37835 1.90510
F 1.17957 0.06402 -1.80885
S -2.35556 0.42474 0.27674
H 0.03423 -1.39672 -0.67631
H 1.73852 -0.82537 -0.09797
*
```

Calculated values
Energy relative to the best compared isomer or geometry (same formula, charge and spin): 58.82 kcal per mole
Gap between HOMO and LUMO (alpha / beta): 5.435 / 5.450 eV
HOMO (alpha / beta): -1.817 / -1.834 eV
Total energy: -17705.1112 eV

***

Record 3
Here is a single C4H10FNO2S molecule from the Open Molecules 2025 dataset. Energies are from ωB97M-V/def2-TZVPD.

ORCA input file:
```
! wB97M-V def2-TZVPD RIJCOSX def2/J DEFGRID3
* xyz 0 1
C 0.51883 -1.79573 -0.68024
C 0.87849 -0.22854 -0.48179
C 1.34350 0.29622 -1.82884
F 1.87265 0.05594 0.42888
C -0.35960 0.65043 0.04884
S -1.30790 -0.11813 1.35878
N -1.47276 1.28302 2.26772
O -2.71830 -0.42803 1.01053
O -0.54037 -1.11168 2.07458
H -0.27363 -2.10177 -0.02652
H 0.09443 -1.72550 -1.67118
H 1.42320 -2.34886 -0.70846
H 1.41147 1.39978 -1.58930
H 0.50317 0.23500 -2.51314
H 2.35480 -0.12003 -2.12391
H -1.09794 1.02601 -0.65490
H 0.19306 1.40062 0.51363
H -2.21831 1.91074 1.95771
H -0.60478 1.72052 2.61759
*
```

Calculated values
Energy relative to the best compared isomer or geometry (same formula, charge and spin): 29.48 kcal per mole
Gap between HOMO and LUMO: 11.104 eV
HOMO: -10.691 eV
SMILES: CC(C)(F)CS(N)(=O)=O
Total energy: -23446.6860 eV

***

Record 4
Here is a molecular structure, C9H4N2O3Pt from the Open Molecules 2025 dataset. Energies are from ωB97M-V/def2-TZVPD.

ORCA input file:
```
! wB97M-V def2-TZVPD RIJCOSX def2/J DEFGRID3
* xyz 2 3
O -0.11010 3.23831 -3.14377
C -0.10959 2.15415 -2.75189
Pt -0.10396 0.39017 -2.14688
C 1.43570 -0.52338 -2.74544
C -1.65647 -0.52246 -2.74707
O 2.37263 -1.06703 -3.14160
O -2.59424 -1.06442 -3.14372
N 3.16661 -0.37201 3.36664
C 2.16354 -0.31988 2.73937
C 0.93311 -0.25469 1.99208
C -0.29992 -0.36465 2.63439
C -1.46432 -0.28499 1.90413
C -1.39077 -0.09652 0.53190
N -0.18821 -0.00626 -0.01738
C 0.97792 -0.06932 0.62212
H -0.33754 -0.50537 3.71062
H -2.43040 -0.35847 2.36472
H -2.28606 -0.01112 -0.09567
H 1.92208 0.03795 0.06743
*
```

Calculated values
Energy relative to the best compared isomer or geometry (same formula, charge and spin): 0.00 kcal per mole
Gap between HOMO and LUMO (alpha / beta): 8.624 / 4.506 eV
HOMO (alpha / beta): -17.674 / -17.649 eV
⟨S²⟩: 2.007
Total energy: -21744.6693 eV

***

Record 5
Here is a single C3H5N3O molecule from the Open Molecules 2025 dataset. Energies are from ωB97M-V/def2-TZVPD.

ORCA input file:
```
! wB97M-V def2-TZVPD RIJCOSX def2/J DEFGRID3
* xyz 0 1
H -0.17009 2.22435 -0.10611
N 0.83777 1.81410 0.06880
C 0.86057 0.58727 -0.22583
C 2.12654 -0.17247 -0.19212
N 3.19378 -0.53889 -0.14269
N -0.18110 -0.37128 -0.63900
C -1.54816 -0.09879 -0.11241
O 0.26947 -1.62546 0.00326
H -2.13725 -1.00741 -0.41130
H -1.46451 -0.22423 1.03528
H -2.00015 0.90019 -0.33131
H 0.21313 -1.48738 1.05344
*
```

Calculated values
Energy relative to the best compared isomer or geometry (same formula, charge and spin): 101.50 kcal per mole
Gap between HOMO and LUMO: 10.677 eV
HOMO: -10.571 eV
SMILES: [H]/N=C(/C#N)N(C)O
Total energy: -9706.1823 eV

***

Record 6
Here is a molecular structure, C4H9OP3 from the Open Molecules 2025 dataset. Energies are from ωB97M-V/def2-TZVPD.

ORCA input file:
```
! wB97M-V def2-TZVPD RIJCOSX def2/J DEFGRID3
* xyz 0 1
C -2.93081 -1.36497 -0.51183
C 2.69426 0.16273 -0.50333
C 1.31106 0.04192 0.30383
C 0.45697 1.30189 -0.02186
O -0.55671 1.35506 0.95074
P -2.65517 0.20821 -1.13778
P -1.98386 -1.59997 0.93909
P -2.11932 0.73242 0.99236
H -3.33650 -2.33039 -1.25323
H 3.66185 -0.02789 0.09592
H 2.52425 -0.54164 -1.31152
H 2.78204 1.17746 -0.92166
H 1.38899 0.04169 1.36213
H 0.64280 -0.87237 0.22013
H 1.16732 2.23079 0.00090
H -0.06698 1.38013 -1.05444
H -2.98018 -1.89507 1.85055
*
```

Calculated values
Energy relative to the best compared isomer or geometry (same formula, charge and spin): 5.53 kcal per mole
Gap between HOMO and LUMO: 8.410 eV
HOMO: -8.767 eV
Total energy: -34205.0841 eV

***

Record 7
Here is a molecular structure, C2H8OSSi from the Open Molecules 2025 dataset. Energies are from ωB97M-V/def2-TZVPD.

ORCA input file:
```
! wB97M-V def2-TZVPD RIJCOSX def2/J DEFGRID3
* xyz 0 1
C 0.65927 1.17599 1.12168
C -0.63702 -1.53327 0.28299
O 1.44601 -0.48564 -1.32967
Si 0.28040 -0.02093 -0.34431
S -1.15462 1.54077 -2.02717
H -0.39785 1.36854 1.23979
H 1.00189 0.64633 2.00405
H 1.26421 2.07362 0.93017
H -0.29551 -2.35466 -0.35763
H -0.36937 -1.75549 1.26090
H -1.81295 -1.49675 0.16441
H 2.36652 -0.29120 -1.31707
H -2.35098 1.13268 -1.62815
*
```

Calculated values
Energy relative to the best compared isomer or geometry (same formula, charge and spin): 23.56 kcal per mole
Gap between HOMO and LUMO: 8.896 eV
HOMO: -8.494 eV
Total energy: -22965.2131 eV

***

Record 8
Here is a single C18H19N3O3S molecule from the Open Molecules 2025 dataset. Energies are from ωB97M-V/def2-TZVPD.

ORCA input file:
```
! wB97M-V def2-TZVPD RIJCOSX def2/J DEFGRID3
* xyz 0 1
C -6.49647 -2.06594 0.17563
S -6.46880 -0.30170 0.60757
C -4.70271 0.06111 0.34516
C -4.36929 0.24385 -1.12940
C -2.86394 0.44072 -1.35738
N -2.06453 -0.65399 -0.87256
C -1.19173 -0.28432 0.08563
O -0.41434 -0.98456 0.69254
N -1.34025 1.08998 0.26524
C -0.59240 1.85623 1.23773
C 0.84092 2.18852 0.76612
O 1.17251 3.33081 0.54873
N 1.61549 1.08434 0.65982
C 2.96009 0.99517 0.27393
C 3.69857 2.11985 -0.01531
C 5.04505 2.02137 -0.38212
C 5.65666 0.80343 -0.45649
C 4.93578 -0.37448 -0.17181
C 5.56343 -1.63570 -0.24857
C 4.87567 -2.78423 0.01935
C 3.52161 -2.71397 0.37147
C 2.88175 -1.50719 0.45728
C 3.56312 -0.29781 0.19516
C -2.32024 1.61362 -0.53949
O -2.68842 2.75432 -0.56361
H -6.28578 -2.20095 -0.88132
H -7.49816 -2.41909 0.39496
H -5.77433 -2.60020 0.78663
H -4.51413 0.98177 0.89643
H -4.12846 -0.75115 0.79343
H -4.89057 1.12320 -1.50929
H -4.69948 -0.62662 -1.70058
H -2.68301 0.62342 -2.42440
H -2.14895 -1.60227 -1.19508
H -0.54904 1.29180 2.17403
H -1.12388 2.79925 1.38478
H 1.16714 0.19915 0.87384
H 3.23612 3.09010 0.04377
H 5.59226 2.92584 -0.60140
H 6.69739 0.72039 -0.73367
H 6.60726 -1.67156 -0.52625
H 5.36434 -3.74558 -0.04040
H 2.97792 -3.62439 0.57703
H 1.83584 -1.51257 0.72287
*
```

Calculated values
Energy relative to the best compared isomer or geometry (same formula, charge and spin): 0.00 kcal per mole
Gap between HOMO and LUMO: 8.235 eV
HOMO: -7.843 eV
SMILES: CSCC[C@@H]1NC(=O)N(CC(=O)Nc2cccc3ccccc23)C1=O
Total energy: -40424.8893 eV